(1)
DFT (ωB97M-V/def2-TZVPD) results for a structure of composition C14H31N6O3PbSSi.

## Properties
- Net charge: +1
- LUMO level: -2.62 eV
- ΔE to the lowest compared entry with this formula, charge and spin: 0.0 kJ/mol
- HOMO: -0.43480 Eh

Last column: Löwdin charge in e.
Positions of all 57 atoms, in Å:
1 Pb 1.70 -2.55 0.29  1.06
2 C 0.61 1.35 -2.40  -0.01
3 C 1.33 0.05 -2.09  -0.62
4 C 0.93 -1.04 -3.07  -0.03
5 C 2.84 0.25 -2.07  -0.02
6 O 0.92 -0.45 -0.77  -0.39
7 Si 0.56 0.44 0.61  -0.18
8 S 0.53 -1.14 2.04  0.27
9 O -0.81 1.28 0.50  -0.14
10 C -2.22 0.96 0.41  -0.63
11 C -2.87 2.18 -0.23  -0.02
12 C -2.74 0.73 1.81  -0.02
13 C -2.41 -0.28 -0.46  -0.03
14 O 1.79 1.46 0.80  -0.15
15 C 1.94 2.63 1.64  -0.62
16 C 3.43 2.83 1.82  -0.02
17 C 1.26 2.38 2.99  -0.03
18 C 1.31 3.82 0.93  -0.02
19 H 0.90 1.70 -3.39  0.10
20 H 0.86 2.12 -1.68  0.08
21 H -0.47 1.21 -2.39  0.08
22 H 1.21 -0.75 -4.09  0.10
23 H -0.14 -1.21 -3.04  0.08
24 H 1.44 -1.98 -2.85  0.07
25 H 3.19 0.59 -3.04  0.10
26 H 3.35 -0.69 -1.85  0.08
27 H 3.12 0.99 -1.31  0.08
28 H -2.70 3.06 0.38  0.09
29 H -3.95 2.03 -0.32  0.10
30 H -2.46 2.35 -1.23  0.09
31 H -2.57 1.62 2.43  0.09
32 H -2.25 -0.12 2.28  0.06
33 H -3.82 0.54 1.79  0.10
34 H -2.03 -0.11 -1.47  0.08
35 H -3.48 -0.51 -0.53  0.10
36 H -1.90 -1.13 -0.01  0.04
37 H 3.87 1.96 2.31  0.09
38 H 3.64 3.71 2.43  0.09
39 H 3.91 2.96 0.85  0.09
40 H 1.69 1.50 3.47  0.08
41 H 0.19 2.24 2.86  0.08
42 H 1.41 3.24 3.64  0.10
43 H 1.80 3.98 -0.04  0.09
44 H 1.43 4.73 1.52  0.10
45 H 0.25 3.65 0.76  0.08
46 N 1.32 -5.39 3.07  0.14
47 C 1.41 -4.55 2.28  -0.11
48 H 1.23 -6.11 3.76  0.10
49 N -2.92 -4.30 -2.55  0.15
50 N -2.15 -4.07 -1.42  -0.27
51 N -2.68 -4.02 -0.22  0.16
52 C -1.63 -3.68 0.51  -0.21
53 N -0.54 -3.54 -0.25  -0.13
54 N -0.89 -3.79 -1.50  0.10
55 H -3.73 -4.83 -2.26  0.11
56 H -2.36 -4.82 -3.22  0.11
57 H -1.66 -3.51 1.57  0.11

***

(2)
DFT (ωB97M-V/def2-TZVPD) results for a structure of composition C8H24NiO8S5.

## Properties
- Multiplicity: 3
- LUMO level (alpha / beta): 0.24 / 0.24 eV
- ΔE to the lowest compared entry with this formula, charge and spin: 0.0 kJ/mol
- HOMO (alpha / beta): -0.28780 / -0.28648 Eh

Last column: Löwdin charge in e.
Positions of all 46 atoms, in Å:
1 Ni 0.28 0.27 0.25  0.53
2 S -1.26 -1.53 1.42  0.34
3 O 0.15 -1.70 0.89  -0.41
4 O -1.42 -1.84 2.83  -0.34
5 O -1.52 -0.08 1.06  -0.41
6 O -2.22 -2.34 0.64  -0.39
7 C -2.93 2.07 -0.65  -0.23
8 S -1.45 3.10 -0.70  0.92
9 O -0.36 2.15 -0.36  -0.57
10 C -1.32 3.22 -2.50  -0.24
11 H -3.53 2.30 0.23  0.06
12 H -2.56 1.05 -0.54  0.03
13 H -3.59 2.26 -1.51  0.05
14 H -1.75 4.16 -2.85  0.05
15 H -1.83 2.37 -2.94  0.05
16 H -0.25 3.25 -2.71  0.05
17 C 3.57 0.40 -2.32  -0.23
18 S 3.54 -0.21 -0.63  0.92
19 O 2.27 0.31 -0.05  -0.55
20 C 3.16 -1.92 -0.97  -0.25
21 H 4.35 1.15 -2.43  0.05
22 H 2.58 0.79 -2.58  0.06
23 H 3.79 -0.43 -2.99  0.05
24 H 2.86 -2.35 -0.01  0.07
25 H 3.93 -2.52 -1.44  0.07
26 H 2.23 -1.91 -1.55  0.04
27 C -2.62 -1.49 -2.20  -0.25
28 S -0.86 -1.46 -2.42  0.90
29 O -0.36 -0.31 -1.60  -0.57
30 C -0.51 -3.00 -1.58  -0.25
31 H -3.06 -2.40 -2.60  0.07
32 H -3.00 -0.57 -2.65  0.05
33 H -2.79 -1.44 -1.12  0.04
34 H 0.38 -2.87 -0.98  0.02
35 H -0.34 -3.76 -2.34  0.06
36 H -1.34 -3.25 -0.92  0.03
37 C 1.80 -0.03 4.23  -0.24
38 S 1.30 1.46 3.37  0.89
39 O 0.75 0.99 2.09  -0.55
40 C -0.17 1.76 4.35  -0.25
41 H 1.03 -0.81 4.20  0.07
42 H 1.94 0.20 5.29  0.06
43 H 2.74 -0.30 3.77  0.05
44 H -0.04 1.82 5.42  0.06
45 H -0.78 0.87 4.14  0.06
46 H -0.79 2.57 3.96  0.06

***

(3)
DFT (ωB97M-V/def2-TZVPD) results for a structure of composition C5H8O3.

## Properties
- LUMO level: -0.37 eV
- ΔE to the lowest compared entry with this formula, charge and spin: 1267.9 kJ/mol
- HOMO: -0.33525 Eh

Last column: Löwdin charge in e.
Positions of all 16 atoms, in Å:
1 C 0.10 -2.15 0.81  -0.07
2 C 0.68 -0.84 0.63  -0.46
3 C 0.17 0.00 -0.54  -0.44
4 C -0.75 1.72 -1.30  -0.07
5 C -0.63 0.22 0.50  -0.20
6 H -0.78 -2.08 1.73  0.16
7 H 1.08 -2.98 1.46  0.17
8 H -0.31 -2.62 -0.44  0.22
9 H 1.98 -1.81 1.70  0.25
10 H 0.96 0.90 -0.46  0.17
11 H -1.58 2.17 -2.22  0.20
12 H 0.28 2.45 -1.05  0.18
13 H -1.27 -0.63 0.45  0.10
14 O 1.89 -0.52 1.29  -0.07
15 O -0.36 0.36 -1.74  -0.05
16 O -1.26 1.53 0.23  -0.09

***

(4)
DFT (ωB97M-V/def2-TZVPD) results for a structure of composition C13H18BiBrN2O2S2.

## Properties
- LUMO level: 0.38 eV
- HOMO: -0.27230 Eh

Last column: Löwdin charge in e.
Positions of all 39 atoms, in Å:
1 Bi 1.51 -0.04 -0.18  1.31
2 C 1.27 -4.80 -0.69  -0.13
3 C 1.69 -3.38 -0.41  -0.77
4 S 0.52 -2.18 -0.96  0.53
5 C 2.84 -3.10 0.20  -0.78
6 C 3.79 -4.20 0.64  -0.13
7 S 3.42 -1.47 0.56  0.48
8 H 0.22 -4.84 -0.98  0.05
9 H 1.41 -5.44 0.18  0.07
10 H 1.86 -5.22 -1.51  0.08
11 H 4.11 -4.78 -0.23  0.08
12 H 3.31 -4.88 1.34  0.08
13 H 4.67 -3.77 1.12  0.05
14 C 0.68 -1.65 -5.61  -0.04
15 C 0.07 -0.58 -4.75  -0.26
16 C -1.22 -0.10 -4.96  -0.02
17 C -1.76 0.85 -4.11  -0.10
18 C -0.97 1.29 -3.07  -0.76
19 Br -1.63 2.60 -1.87  0.75
20 N 0.26 0.87 -2.84  -0.04
21 C 0.77 -0.04 -3.68  -0.16
22 H 0.38 -1.53 -6.66  0.08
23 H 0.33 -2.63 -5.28  0.09
24 H 1.76 -1.63 -5.55  0.08
25 H -1.80 -0.48 -5.79  0.12
26 H -2.76 1.24 -4.25  0.10
27 H 1.78 -0.36 -3.46  0.11
28 N -0.96 3.06 1.87  0.00
29 C -0.99 2.49 3.21  -0.27
30 C -0.97 0.95 3.17  -0.10
31 C -0.15 0.48 1.99  -0.73
32 O 1.11 0.38 2.12  -0.19
33 O -0.70 0.21 0.90  -0.18
34 H -0.93 4.07 1.90  0.07
35 H -1.78 2.79 1.34  0.05
36 H -1.85 2.81 3.81  0.10
37 H -0.09 2.84 3.73  0.11
38 H -1.98 0.56 3.06  0.12
39 H -0.52 0.57 4.09  0.12

***

(5)
DFT (ωB97M-V/def2-TZVPD) results for a cluster of 16 separate species, C36H75Cl30IN3 in total.

## Properties
- Net charge: +1
- LUMO level: -3.86 eV
- HOMO: -0.42260 Eh

Last column: Löwdin charge in e.
Positions of all 145 atoms, in Å:
1 C -0.30 -1.34 4.83  -0.09
2 C -0.92 -0.01 4.46  -0.26
3 C 0.06 0.90 3.77  -0.24
4 C -0.64 1.96 3.00  -0.20
5 C 0.18 2.71 1.93  -0.21
6 C 1.40 2.04 1.38  -0.23
7 C 1.15 1.00 0.29  -0.17
8 C -0.18 0.32 0.35  -0.23
9 C -0.26 -0.92 -0.46  -0.20
10 C -1.62 -1.56 -0.28  -0.19
11 C -1.66 -2.68 0.73  -0.19
12 C -2.41 -3.91 0.31  -0.22
13 C -3.73 -3.67 -0.39  -0.18
14 C -5.01 -3.83 0.43  -0.17
15 C -5.74 -2.54 0.74  -0.23
16 C -5.15 -1.80 1.92  -0.17
17 C -5.94 -0.58 2.47  -0.17
18 C -7.44 -0.68 2.26  -0.20
19 C -8.33 0.10 3.21  -0.15
20 C -8.62 1.59 3.04  -0.13
21 N -7.57 2.45 2.45  0.08
22 C -7.53 2.62 1.16  -0.56
23 N -8.41 1.99 0.33  0.14
24 N -6.61 3.39 0.66  -0.35
25 I -5.28 4.48 1.75  0.99
26 H -0.61 -2.09 4.15  0.06
27 H 0.76 -1.29 4.85  0.07
28 H -0.64 -1.66 5.79  0.06
29 H -1.31 0.45 5.33  0.10
30 H -1.72 -0.21 3.80  0.09
31 H 0.67 1.32 4.54  0.12
32 H 0.65 0.27 3.16  0.09
33 H -1.49 1.52 2.54  0.09
34 H -1.01 2.69 3.68  0.10
35 H -0.47 2.90 1.09  0.09
36 H 0.45 3.66 2.30  0.04
37 H 2.00 2.79 0.94  0.03
38 H 2.01 1.60 2.14  0.10
39 H 1.25 1.46 -0.67  0.11
40 H 1.90 0.25 0.35  0.11
41 H -0.92 0.99 -0.04  0.12
42 H -0.42 0.03 1.34  0.09
43 H -0.13 -0.68 -1.49  0.11
44 H 0.52 -1.58 -0.15  0.11
45 H -2.28 -0.79 0.06  0.10
46 H -1.99 -1.89 -1.22  0.09
47 H -2.01 -2.34 1.67  0.09
48 H -0.65 -2.97 0.91  0.10
49 H -2.63 -4.47 1.19  0.07
50 H -1.79 -4.55 -0.28  0.06
51 H -3.77 -2.71 -0.86  0.07
52 H -3.79 -4.38 -1.18  0.08
53 H -4.85 -4.38 1.33  0.11
54 H -5.68 -4.38 -0.18  0.10
55 H -6.76 -2.78 0.90  0.09
56 H -5.65 -1.96 -0.16  0.05
57 H -4.96 -2.48 2.72  0.11
58 H -4.21 -1.44 1.59  0.08
59 H -5.52 0.29 2.03  0.08
60 H -5.77 -0.52 3.52  0.10
61 H -7.67 -0.46 1.26  0.08
62 H -7.67 -1.70 2.42  0.10
63 H -8.01 -0.10 4.20  0.10
64 H -9.29 -0.35 3.12  0.11
65 H -9.54 1.72 2.53  0.07
66 H -8.76 1.99 4.01  0.12
67 H -7.61 3.36 2.89  0.11
68 H -8.95 2.65 -0.20  0.03
69 H -7.96 1.32 -0.28  0.10
70 H -6.58 3.49 -0.35  0.10
71 C -4.98 7.50 6.59  -1.02
72 Cl -6.41 7.26 7.59  0.52
73 Cl -5.20 6.86 4.95  0.45
74 H -4.79 8.56 6.52  0.03
75 H -4.15 6.99 7.05  0.03
76 C 3.90 4.62 2.68  -0.99
77 Cl 4.68 4.79 1.11  0.52
78 Cl 2.41 5.58 2.78  0.54
79 H 3.65 3.58 2.84  0.02
80 H 4.58 4.98 3.45  0.03
81 C -5.48 -0.68 -3.31  -1.06
82 Cl -6.92 -1.12 -2.36  0.53
83 Cl -5.36 1.07 -3.62  0.49
84 H -4.60 -1.01 -2.78  0.01
85 H -5.55 -1.18 -4.27  -0.06
86 C -1.33 -8.15 0.02  -1.00
87 Cl -1.16 -7.03 1.37  0.54
88 Cl -1.88 -7.35 -1.46  0.51
89 H -0.36 -8.60 -0.18  0.02
90 H -2.05 -8.91 0.28  0.02
91 C -3.44 -3.34 -5.39  -0.98
92 Cl -4.87 -3.76 -4.44  0.55
93 Cl -3.32 -1.59 -5.70  0.54
94 H -2.55 -3.65 -4.85  0.03
95 H -3.50 -3.84 -6.35  -0.07
96 C 7.94 2.67 0.20  -1.02
97 Cl 6.60 1.61 0.64  0.50
98 Cl 9.50 1.98 0.65  0.51
99 H 7.93 2.82 -0.87  -0.05
100 H 7.81 3.61 0.72  0.02
101 C -2.95 -5.01 -9.41  -1.05
102 Cl -3.09 -3.29 -8.98  0.53
103 Cl -2.81 -6.04 -7.98  0.53
104 H -3.84 -5.29 -9.95  -0.01
105 H -2.08 -5.15 -10.03  -0.08
106 C -12.12 1.54 -0.75  -0.97
107 Cl -12.05 2.28 0.86  0.53
108 Cl -10.68 1.92 -1.72  0.56
109 H -12.17 0.47 -0.63  0.03
110 H -12.99 1.92 -1.26  0.03
111 C 12.50 -0.15 -1.08  -1.02
112 Cl 14.18 0.33 -0.78  0.52
113 Cl 12.14 -0.26 -2.81  0.53
114 H 12.34 -1.12 -0.63  -0.02
115 H 11.85 0.59 -0.63  -0.02
116 C 14.68 -3.08 1.74  -0.99
117 Cl 15.42 -2.92 0.14  0.51
118 Cl 13.20 -2.12 1.88  0.53
119 H 14.43 -4.12 1.90  0.02
120 H 15.38 -2.73 2.48  0.03
121 C 10.93 3.42 -2.61  -1.04
122 Cl 9.21 3.37 -3.02  0.55
123 Cl 11.41 5.00 -2.00  0.49
124 H 11.13 2.68 -1.85  -0.02
125 H 11.50 3.21 -3.51  0.02
126 C -1.82 -6.31 -12.96  -0.96
127 Cl -3.05 -7.05 -11.94  0.56
128 Cl -0.77 -5.18 -12.08  0.56
129 H -1.20 -7.09 -13.37  0.03
130 H -2.31 -5.76 -13.75  0.03
131 C 11.75 -0.29 4.61  -1.04
132 Cl 11.80 0.79 6.01  0.51
133 Cl 11.25 0.56 3.14  0.47
134 H 12.73 -0.70 4.45  -0.01
135 H 11.03 -1.07 4.81  0.03
136 C 15.86 3.07 -2.52  -1.03
137 Cl 16.60 3.28 -4.11  0.51
138 Cl 14.33 3.95 -2.37  0.50
139 H 15.67 2.02 -2.37  -0.03
140 H 16.54 3.45 -1.77  0.03
141 C 1.63 6.50 -0.82  -1.03
142 Cl 2.51 7.05 -2.24  0.52
143 Cl 1.41 4.74 -0.81  0.54
144 H 2.18 6.77 0.07  -0.02
145 H 0.65 6.96 -0.82  0.02

***

(6)
DFT (ωB97M-V/def2-TZVPD) results for a structure of composition C2H15ClIO9P.

## Properties
- LUMO level: 0.08 eV
- HOMO: -0.35098 Eh

Last column: Löwdin charge in e.
Positions of all 29 atoms, in Å:
1 O 1.82 2.85 0.05  0.12
2 C 1.78 1.95 -0.72  -0.32
3 O 0.65 1.69 -1.48  -0.21
4 C -0.30 0.91 -0.79  -0.95
5 I -0.13 -1.17 -1.38  0.91
6 P -2.09 1.41 -1.13  0.51
7 O -2.61 1.60 0.43  -0.40
8 Cl -1.90 3.38 -1.62  0.30
9 H 2.62 1.26 -0.87  0.14
10 H -0.08 0.91 0.28  0.02
11 H -2.61 0.71 0.83  0.04
12 O -5.13 3.47 -0.63  -0.09
13 H -4.47 3.13 -0.02  -0.01
14 H -5.57 4.18 -0.16  0.03
15 O 4.63 1.63 0.37  -0.06
16 H 5.41 1.49 0.91  0.04
17 H 4.14 2.34 0.81  0.03
18 O 2.01 -3.52 -0.47  -0.14
19 H 2.45 -3.27 0.35  0.04
20 H 2.73 -3.60 -1.11  0.05
21 O 0.91 -3.86 2.18  -0.06
22 H 0.75 -3.64 1.25  -0.01
23 H 0.09 -3.63 2.63  0.04
24 O -1.02 0.53 2.66  -0.06
25 H -1.69 1.16 2.95  0.04
26 H -0.25 1.09 2.48  0.04
27 O -0.61 -4.49 -2.95  -0.08
28 H -0.03 -4.20 -2.24  -0.02
29 H -1.50 -4.30 -2.62  0.03

***

(7)
DFT (ωB97M-V/def2-TZVPD) results for a structure of composition C6H13HgO3.

## Properties
- Multiplicity: 2
- LUMO level (alpha / beta): 0.64 / -0.49 eV
- ΔE to the lowest compared entry with this formula, charge and spin: 261.8 kJ/mol
- HOMO (alpha / beta): -0.23023 / -0.22914 Eh

Last column: Löwdin charge in e.
Positions of all 23 atoms, in Å:
1 C -2.14 -2.10 -1.66  -0.14
2 O -1.37 -1.42 -0.70  -0.53
3 C -1.65 -1.80 0.70  -0.27
4 C -1.28 -0.66 1.54  -0.27
5 O 0.14 -0.20 1.38  -0.34
6 C 0.37 1.18 1.56  -0.21
7 C 1.56 1.56 0.72  -0.20
8 O 1.32 1.09 -0.61  -0.42
9 C 2.25 1.56 -1.57  -0.10
10 Hg 0.59 -0.91 -0.56  1.10
11 H -1.83 -1.75 -2.65  0.08
12 H -1.97 -3.19 -1.59  0.09
13 H -3.20 -1.89 -1.50  0.09
14 H -1.02 -2.68 0.92  0.05
15 H -1.43 -0.87 2.61  0.11
16 H 0.58 1.41 2.62  0.14
17 H -0.51 1.76 1.25  0.13
18 H 2.49 1.11 1.10  0.14
19 H 1.69 2.66 0.70  0.14
20 H 2.04 1.06 -2.52  0.09
21 H 2.14 2.64 -1.69  0.10
22 H 3.28 1.32 -1.25  0.10
23 H -2.05 0.10 1.20  0.12

***

(8)
DFT (ωB97M-V/def2-TZVPD) results for a cluster of 2 separate species, C4H13N2S in total.

## Properties
- Net charge: +2
- Multiplicity: 2
- LUMO level (alpha / beta): -12.04 / -10.32 eV
- ΔE to the lowest compared entry with this formula, charge and spin: 401.6 kJ/mol
- HOMO (alpha / beta): -0.69218 / -0.69425 Eh

Last column: Löwdin charge in e.
Positions of all 20 atoms, in Å:
1 C 2.04 -0.98 -2.41  -0.05
2 N -0.57 0.51 0.39  0.13
3 C -1.45 0.06 1.42  -0.32
4 C -2.96 0.46 1.25  -0.43
5 S -3.78 0.47 2.83  1.20
6 C 2.84 -0.29 -1.32  -0.23
7 N 2.21 -0.27 -0.05  0.28
8 H 0.99 -0.67 -2.43  0.09
9 H 2.02 -2.06 -2.31  0.10
10 H -0.71 1.51 0.22  0.09
11 H -1.43 -1.03 1.45  0.13
12 H -1.07 0.33 2.40  0.13
13 H -3.45 -0.34 0.69  0.11
14 H -3.15 1.42 0.76  0.11
15 H -4.78 1.35 2.58  -0.01
16 H 3.84 -0.70 -1.20  0.15
17 H 2.95 0.78 -1.62  0.18
18 H 2.79 0.13 0.69  0.16
19 H 1.20 0.02 0.05  0.08
20 H 2.47 -0.72 -3.37  0.10

***

(9)
DFT (ωB97M-V/def2-TZVPD) results for a structure of composition C23H41BF4P2Tb.

## Properties
- Net charge: +1
- Multiplicity: 7
- LUMO level (alpha / beta): -4.20 / -3.21 eV
- HOMO (alpha / beta): -0.40826 / -0.40936 Eh

Last column: Löwdin charge in e.
Positions of all 72 atoms, in Å:
1 Tb 2.12 -0.16 -0.12  1.49
2 C 3.56 1.92 0.14  -0.34
3 C 3.11 1.56 1.45  -0.35
4 C 4.61 -0.05 0.73  -0.30
5 C 4.50 0.93 -0.30  -0.31
6 C 3.75 0.32 1.80  -0.34
7 C 3.20 3.15 -0.62  -0.04
8 H 2.21 3.54 -0.31  0.07
9 H 3.17 2.96 -1.70  0.08
10 H 3.93 3.96 -0.45  0.10
11 C 5.28 0.93 -1.56  -0.01
12 H 4.96 1.74 -2.22  0.08
13 H 5.17 -0.02 -2.10  0.08
14 H 6.35 1.07 -1.36  0.11
15 C 5.53 -1.22 0.69  -0.01
16 H 6.57 -0.91 0.83  0.11
17 H 5.46 -1.74 -0.28  0.08
18 H 5.28 -1.94 1.47  0.08
19 C 3.61 -0.41 3.09  -0.04
20 H 4.42 -0.15 3.79  0.10
21 H 3.65 -1.49 2.94  0.08
22 H 2.66 -0.17 3.59  0.07
23 C 2.18 2.34 2.31  -0.03
24 H 2.73 2.99 3.00  0.10
25 H 1.54 1.67 2.92  0.07
26 H 1.52 2.98 1.70  0.07
27 C -4.42 0.27 -1.82  -0.11
28 C -4.46 1.50 -1.26  -0.15
29 C -5.20 1.91 -0.03  -0.18
30 C -5.57 0.79 0.97  -0.18
31 C -4.42 -0.13 1.32  -0.10
32 C -4.12 -1.29 0.73  -0.15
33 C -4.78 -1.87 -0.48  -0.18
34 C -5.36 -0.86 -1.50  -0.18
35 H -6.13 2.46 -0.28  0.13
36 H -6.45 0.25 0.61  0.11
37 H -4.57 2.65 0.50  0.11
38 H -6.35 -0.52 -1.17  0.11
39 H -3.81 0.11 -2.72  0.09
40 H -4.03 2.35 -1.82  0.11
41 H -5.53 -1.43 -2.43  0.12
42 H -4.04 -2.50 -1.00  0.11
43 H -3.45 -2.01 1.24  0.09
44 H -5.60 -2.56 -0.19  0.13
45 H -5.88 1.30 1.90  0.12
46 H -3.92 0.15 2.26  0.10
47 P -0.25 0.66 -1.20  0.74
48 C -0.63 0.43 -2.94  -0.24
49 C -1.30 2.01 -0.61  -0.25
50 P -0.03 -1.44 1.10  0.75
51 C -1.02 -0.85 -0.39  -0.49
52 C -1.05 -1.00 2.53  -0.25
53 C -0.10 -3.24 0.95  -0.25
54 H 0.01 -0.36 -3.35  0.06
55 H -0.40 1.37 -3.46  0.06
56 H -1.69 0.18 -3.07  0.04
57 H -2.35 1.75 -0.79  0.00
58 H -1.04 2.92 -1.17  0.06
59 H -1.14 2.19 0.46  0.05
60 H -1.15 -3.57 0.82  0.06
61 H 0.32 -3.67 1.87  0.06
62 H 0.50 -3.57 0.09  0.05
63 H -1.06 -1.66 -1.13  0.07
64 H -2.04 -0.61 -0.08  0.02
65 H -0.62 -1.49 3.41  0.06
66 H -2.10 -1.31 2.40  0.02
67 H -1.02 0.09 2.69  0.05
68 F 2.59 -1.76 -1.41  -0.19
69 B 3.08 -2.73 -2.59  -1.08
70 F 2.40 -2.24 -3.68  0.16
71 F 4.45 -2.51 -2.60  0.15
72 F 2.68 -3.97 -2.14  0.16

***

no.,total energy (eV)
1,-54063.056
2,-120282.811
3,-11444.379
4,-118402.517
5,-426785.174
6,-50656.836
7,-16742.832
8,-18151.769
9,-77073.973